a.
C5H4NO2 | ωB97M-V/def2-TZVPD

Results
SMILES: O=CN[C@H]1C2=C([O-])[C@H]21
Charge: -1
HOMO-LUMO gap, Eh: 0.267
HOMO, eV: -3.34

Last column: Mulliken charge in e.
CARTESIAN COORDINATES (ANGSTROEM)
O (-0.80, -0.95, 2.91)  -0.699
O (-1.53, 2.01, -2.16)  -0.624
N (-0.51, 0.69, -0.54)  -0.121
C (0.53, -1.32, 0.72)  -0.241
C (-0.07, -0.73, 1.93)  0.849
C (0.88, 0.15, 1.45)  -1.009
C (-0.82, 1.05, -1.82)  0.127
C (0.63, -0.10, -0.08)  -0.257
H (-0.16, 0.31, -2.44)  0.219
H (1.29, -2.26, 0.55)  0.128
H (1.47, -0.08, -0.75)  0.388
H (-0.93, 1.23, 0.23)  0.240

---

b.
C5H4NO2 | ωB97M-V/def2-TZVPD

Results
Charge: -1
HOMO-LUMO gap (alpha / beta), Eh: 0.235 / 0.261
HOMO (alpha / beta), eV: -3.25 / -3.80

Last column: Mulliken charge in e.
CARTESIAN COORDINATES (ANGSTROEM)
O (1.75, 1.84, -0.01)  -0.654
O (-3.27, -0.80, -0.25)  -0.528
N (-2.20, -0.12, -0.33)  -0.289
C (-1.37, -0.03, 0.69)  -0.083
C (0.93, 0.91, -0.11)  0.333
C (0.51, -0.63, -2.04)  -0.278
C (1.33, -0.13, -1.17)  -0.493
C (-0.17, 0.70, 0.73)  -0.297
H (-0.57, -0.63, -1.96)  0.391
H (2.41, -0.20, -1.23)  0.276
H (-1.74, -0.37, 1.66)  0.404
H (0.06, 1.07, 1.73)  0.219

---

The structure with the least stability is b.

---

a.
CH4IN2 | ωB97M-V/def2-TZVPD

Results
Charge: +1
HOMO-LUMO gap (alpha / beta), Eh: 0.297 / 0.297
HOMO (alpha / beta), eV: -14.48 / -14.48

Last column: Mulliken charge in e.
CARTESIAN COORDINATES (ANGSTROEM)
I (3.17, 0.02, -0.07)  0.454
N (-0.28, -1.47, 0.23)  -0.469
N (0.48, 1.37, 0.30)  -0.239
C (1.20, 0.35, 0.11)  0.095
H (-0.36, -1.65, -0.77)  0.301
H (0.85, 2.32, 0.40)  0.258
H (-0.54, 1.26, 0.40)  0.318
H (0.34, -2.18, 0.63)  0.282

---

b.
CH4IN2 | ωB97M-V/def2-TZVPD

Results
Charge: +1
HOMO-LUMO gap (alpha / beta), Eh: 0.329 / 0.329
HOMO (alpha / beta), eV: -14.69 / -14.69

Last column: Mulliken charge in e.
CARTESIAN COORDINATES (ANGSTROEM)
I (-2.53, -0.04, 0.30)  0.467
N (0.78, 1.29, 0.04)  -0.578
N (0.19, -1.35, -0.09)  -0.239
C (-0.58, -0.34, -0.03)  0.095
H (-0.12, -2.33, 0.03)  0.296
H (0.66, 1.56, -0.93)  0.289
H (1.15, -0.96, 0.20)  0.387
H (0.45, 2.18, 0.48)  0.284

---

The structure with the least stability is a.

---

a.
C3H9N3O | ωB97M-V/def2-TZVPD

Results
HOMO-LUMO gap, Eh: 0.332
HOMO, eV: -8.40

Last column: Mulliken charge in e.
CARTESIAN COORDINATES (ANGSTROEM)
O (1.02, 1.20, 1.58)  -0.604
N (-0.01, 0.17, -0.59)  -0.303
N (-1.77, -1.55, -0.40)  -0.679
N (1.44, -1.04, 1.15)  -0.489
C (0.03, 1.48, -1.24)  -1.005
C (0.67, 0.14, 1.10)  0.424
C (-1.35, -0.36, -0.10)  -0.063
H (-1.02, -2.22, -0.51)  0.226
H (2.12, -1.00, 1.90)  0.244
H (-0.72, 1.52, -2.03)  0.404
H (-2.07, 0.46, -0.07)  0.420
H (0.56, -0.54, -1.05)  0.394
H (1.02, 1.67, -1.64)  0.326
H (-0.19, 2.24, -0.48)  0.339
H (0.92, -1.90, 1.09)  0.219
H (-0.65, -0.26, 1.28)  0.148

---

b.
C3H9N3O | ωB97M-V/def2-TZVPD

Results
HOMO-LUMO gap, Eh: 0.201
HOMO, eV: -8.36

Last column: Mulliken charge in e.
CARTESIAN COORDINATES (ANGSTROEM)
O (0.86, -1.09, 0.36)  -0.525
N (-0.87, 0.86, 0.93)  -0.434
N (2.42, 0.24, -0.57)  -0.604
N (-1.68, -1.07, -0.47)  -0.664
C (0.34, 1.20, 0.32)  -0.178
C (-1.99, 0.16, 0.08)  -0.317
C (1.24, 0.16, -0.05)  0.548
H (0.80, -0.84, -2.67)  0.033
H (2.53, 1.22, -0.81)  0.232
H (0.70, 2.20, 0.47)  0.382
H (0.19, -1.26, -2.57)  -0.038
H (-2.07, 0.70, -0.85)  0.311
H (-0.59, 0.23, 1.68)  0.359
H (-0.02, -1.26, -0.08)  0.398
H (-2.10, -1.89, -0.02)  0.186
H (-2.88, 0.26, 0.77)  0.313

---

The structure with the least stability is b.

---

a.
C3H9N3O | ωB97M-V/def2-TZVPD

Results
HOMO-LUMO gap, Eh: 0.358
HOMO, eV: -9.10

Last column: Mulliken charge in e.
CARTESIAN COORDINATES (ANGSTROEM)
O (0.11, -1.32, -1.90)  -0.275
N (-0.35, 1.60, 0.52)  -0.521
N (-1.20, 0.69, 1.55)  -0.408
N (-0.20, -0.72, -0.63)  -0.149
C (1.60, -1.31, -1.77)  -0.482
C (-0.17, 0.53, 2.68)  -0.581
C (-0.23, 0.80, -0.58)  -0.021
H (-0.30, -0.71, 3.26)  0.222
H (1.12, 0.63, 1.73)  0.186
H (-0.86, -1.00, 0.01)  0.309
H (-0.20, 1.60, 3.41)  0.275
H (-1.63, 1.55, 1.92)  0.343
H (1.86, -2.14, -1.07)  0.238
H (2.24, -0.18, -1.73)  0.238
H (1.96, -1.58, -2.82)  0.270
H (0.00, 1.30, -1.61)  0.356

---

b.
C3H9N3O | ωB97M-V/def2-TZVPD

Results
HOMO-LUMO gap, Eh: 0.297
HOMO, eV: -7.80

Last column: Mulliken charge in e.
CARTESIAN COORDINATES (ANGSTROEM)
O (-0.07, 1.50, -0.31)  -0.455
N (1.80, -0.99, -0.14)  -0.351
N (-0.34, 0.17, -0.38)  0.212
N (2.42, 0.27, 0.39)  -0.684
C (-1.67, -0.22, -0.52)  -0.780
C (-2.35, -0.20, 0.86)  -0.808
C (0.48, -0.88, -0.19)  0.252
H (-1.60, -0.50, 1.67)  0.275
H (-1.86, -1.12, -1.06)  0.383
H (-2.59, 1.03, 1.14)  0.223
H (3.74, 0.29, 0.50)  0.276
H (-2.46, 0.38, -1.14)  0.283
H (2.07, 0.62, 1.77)  0.234
H (-3.35, -0.93, 0.89)  0.277
H (0.92, 1.50, -0.60)  0.449
H (-0.27, -1.61, -0.72)  0.214

---

The structure with the least stability is a.

---

a.
C2H14O6 | ωB97M-V/def2-TZVPD

Results
SMILES: C=CO.O.O.O.O.O
HOMO-LUMO gap, Eh: 0.381
HOMO, eV: -10.28

Last column: Mulliken charge in e.
CARTESIAN COORDINATES (ANGSTROEM)
O (1.26, 2.21, 0.61)  -0.726
O (-0.04, -3.08, 0.12)  -0.629
O (1.09, -0.62, -2.67)  -0.614
O (1.66, -0.38, 0.14)  -0.614
O (1.92, -2.72, 2.85)  -0.625
O (-1.28, 1.56, -0.23)  -0.559
C (-3.63, 1.64, -0.59)  -0.679
C (-2.43, 2.22, -0.44)  0.037
H (-4.56, 2.21, -0.79)  0.226
H (1.27, 0.05, -2.01)  0.312
H (0.31, 2.02, 0.50)  0.476
H (2.49, -0.56, 0.59)  0.260
H (0.41, -0.22, -3.23)  0.300
H (-2.28, 3.31, -0.46)  0.290
H (-0.75, -2.50, 0.40)  0.302
H (-0.96, 0.95, -0.90)  0.259
H (0.60, -2.52, -0.34)  0.316
H (2.06, -3.14, 1.98)  0.321
H (1.50, 0.56, 0.44)  0.377
H (1.69, -1.82, 2.57)  0.316
H (1.28, 2.30, 1.61)  0.377
H (-3.81, 0.61, -0.70)  0.279

---

b.
C2H14O6 | ωB97M-V/def2-TZVPD

Results
SMILES: CC=O.O.O.O.O.O
HOMO-LUMO gap, Eh: 0.398
HOMO, eV: -10.24

Last column: Mulliken charge in e.
CARTESIAN COORDINATES (ANGSTROEM)
O (0.28, 1.86, 1.68)  -0.565
O (-1.56, -0.66, 1.93)  -0.740
O (0.37, -1.92, 0.91)  -0.676
O (2.29, 1.48, -0.56)  -0.668
O (2.43, -1.29, -1.21)  -0.705
O (-3.06, -0.43, -0.21)  -0.606
C (-1.06, 0.26, -1.23)  -0.336
C (-2.46, 0.10, -1.15)  0.161
H (2.94, 1.56, -1.29)  0.297
H (-1.30, 0.24, 2.14)  0.274
H (2.18, 0.52, -0.51)  0.386
H (-0.23, -1.44, 1.37)  0.401
H (1.85, -1.64, -0.58)  0.361
H (-0.80, 0.01, -2.33)  0.364
H (-2.87, 0.34, -2.14)  0.285
H (0.33, 2.57, 2.35)  0.273
H (-0.92, 1.38, -1.35)  0.355
H (-2.28, -0.64, 1.33)  0.440
H (0.05, -2.88, 1.19)  0.302
H (0.91, 1.97, 1.04)  0.312
H (-0.43, -0.15, -0.53)  -0.242
H (3.33, -1.26, -0.84)  0.326

---

The structure with the least stability is a.

---

a.
C3H8N4O | ωB97M-V/def2-TZVPD

Results
SMILES: CNN/C=N\C=N\O
HOMO-LUMO gap, Eh: 0.357
HOMO, eV: -8.88

Last column: Mulliken charge in e.
CARTESIAN COORDINATES (ANGSTROEM)
O (-2.83, 0.17, -0.20)  -0.445
N (1.00, 0.88, -0.67)  -0.497
N (-1.54, -0.38, -0.73)  -0.251
N (0.03, -1.81, 0.22)  -0.496
N (1.68, -0.30, -0.61)  -0.162
C (-1.13, -0.99, 0.28)  -0.145
C (1.18, -1.45, -0.13)  0.092
C (0.59, 1.38, 0.68)  -0.606
H (2.83, -0.14, -0.62)  0.295
H (0.20, 0.90, -1.43)  0.359
H (-3.27, 0.50, -0.98)  0.310
H (1.87, -2.20, 0.17)  0.383
H (-1.86, -1.13, 1.11)  0.398
H (0.02, 0.54, 1.16)  0.266
H (1.51, 1.81, 1.22)  0.256
H (-0.31, 2.22, 0.55)  0.244

---

b.
C3H8N4O | ωB97M-V/def2-TZVPD

Results
HOMO-LUMO gap, Eh: 0.328
HOMO, eV: -8.55

Last column: Mulliken charge in e.
CARTESIAN COORDINATES (ANGSTROEM)
O (1.17, 1.51, -0.41)  -0.672
N (-2.58, -0.55, -0.26)  -0.768
N (-1.24, -0.41, -0.26)  0.106
N (1.58, -1.20, 0.59)  -0.411
N (2.08, -0.64, -0.85)  -0.624
C (0.44, 0.95, 0.58)  0.298
C (-0.83, 0.74, 0.17)  -0.262
C (0.78, -0.41, 1.29)  -0.097
H (-1.33, 1.88, 0.37)  0.193
H (3.08, -0.93, -1.38)  0.284
H (0.17, 1.83, 1.31)  0.297
H (1.30, -1.19, -1.51)  0.328
H (0.17, -1.19, 2.47)  0.316
H (1.73, 0.75, -0.85)  0.526
H (-3.07, -1.33, -0.74)  0.231
H (-3.46, 0.19, -0.52)  0.254

---

The structure with the least stability is b.

---

a.
H41O20 | ωB97M-V/def2-TZVPD

Results
Charge: +1
HOMO-LUMO gap, Eh: 0.393
HOMO, eV: -12.97

Last column: Mulliken charge in e.
CARTESIAN COORDINATES (ANGSTROEM)
O (-1.52, -1.45, -1.20)  -0.765
O (4.45, -1.83, -1.13)  -0.646
O (-3.65, 0.96, -2.03)  -0.569
O (-3.92, -0.87, 3.40)  -0.584
O (-0.64, 1.19, -1.44)  -0.552
O (0.04, 3.42, 2.61)  -0.646
O (1.97, -2.58, -1.52)  -0.679
O (-0.45, 0.83, 2.43)  -0.626
O (2.31, 3.56, 1.54)  -0.702
O (3.92, 1.62, 1.07)  -0.495
O (2.99, 0.21, -0.68)  -0.896
O (-4.26, -1.50, -0.55)  -0.676
O (0.77, -0.53, 0.50)  -1.089
O (-2.19, -3.68, 3.14)  -0.600
O (-0.31, -1.97, -3.49)  -0.767
O (-0.56, 0.55, -4.32)  -0.610
O (-2.72, 2.18, 0.10)  -0.650
O (2.72, 0.99, 3.25)  -0.691
O (1.96, 2.02, -2.61)  -0.670
O (-0.16, -2.91, 0.59)  -0.572
H (0.50, -1.48, 0.35)  0.553
H (-4.21, 0.33, -2.50)  0.301
H (-1.36, -0.50, -1.10)  0.103
H (3.66, -0.49, -1.10)  0.493
H (-0.17, 2.50, 2.92)  0.408
H (5.03, -2.42, -0.62)  0.297
H (-4.42, -2.46, -0.43)  0.268
H (-0.79, -2.27, -4.27)  0.292
H (3.64, -2.31, -1.37)  0.423
H (3.29, 2.38, 1.31)  0.542
H (-3.32, -1.30, -0.73)  0.403
H (-0.21, -1.00, -3.62)  0.450
H (-2.75, 0.70, -2.25)  0.311
H (-0.04, 1.95, -1.47)  0.188
H (-1.05, -1.64, -2.06)  0.631
H (2.57, 1.64, 3.93)  0.297
H (-0.18, 1.43, -4.16)  0.289
H (-2.95, 3.09, -0.07)  0.283
H (-3.54, 1.67, -0.10)  0.286
H (-2.32, -4.41, 2.54)  0.306
H (-0.09, 4.08, 3.30)  0.331
H (1.95, -3.54, -1.37)  0.301
H (2.39, -0.42, -0.17)  0.475
H (1.92, 0.63, 2.86)  0.337
H (3.89, 1.16, 1.96)  0.475
H (-0.05, 0.38, 1.67)  0.551
H (-1.30, 1.37, -0.75)  0.326
H (-4.35, -0.08, 3.03)  0.301
H (0.52, -0.09, -0.32)  0.458
H (2.33, 1.22, -2.20)  0.418
H (-2.98, -3.46, 3.64)  0.301
H (2.86, 4.20, 2.00)  0.290
H (1.24, -2.37, -2.15)  0.326
H (-0.42, 0.57, -5.29)  0.254
H (-0.60, -3.41, 1.32)  0.208
H (-4.06, -0.95, 4.34)  0.298
H (1.37, 3.47, 1.97)  0.389
H (3.35, 1.10, 0.26)  0.430
H (2.14, 2.69, -1.95)  0.288
H (-1.23, 0.40, 2.77)  0.220
H (-1.00, -2.51, 0.26)  0.385

---

b.
H41O20 | ωB97M-V/def2-TZVPD

Results
Charge: +1
HOMO-LUMO gap, Eh: 0.381
HOMO, eV: -13.19

Last column: Mulliken charge in e.
CARTESIAN COORDINATES (ANGSTROEM)
O (-0.73, -4.34, 0.66)  -0.569
O (-0.09, 0.47, -3.15)  -0.409
O (-3.45, -0.68, 0.96)  -0.528
O (0.61, 0.20, 5.04)  -0.618
O (2.30, -0.38, 0.44)  -0.644
O (-0.63, 2.08, -1.38)  -0.519
O (-0.03, 1.01, 1.40)  -0.683
O (0.14, 4.86, -0.86)  -0.630
O (2.03, 0.19, -4.67)  -0.515
O (-3.33, 0.40, 3.74)  -0.671
O (-1.43, -3.15, -1.44)  -0.778
O (0.87, 2.71, 3.51)  -0.733
O (3.50, 2.93, -4.09)  -0.587
O (-0.06, -1.58, 0.75)  -0.291
O (2.27, -2.83, 2.80)  -0.588
O (0.52, -1.42, -1.88)  -0.447
O (2.86, 3.27, 2.01)  -0.604
O (-2.22, -0.10, -2.32)  -0.626
O (2.08, -5.42, 1.09)  -0.677
O (-4.65, 0.80, -3.16)  -0.607
H (1.91, -4.97, 0.29)  0.305
H (3.09, -2.32, 2.73)  0.316
H (1.71, -1.03, 0.84)  0.310
H (-5.03, -0.07, -3.09)  0.310
H (-1.16, -5.20, 0.79)  0.288
H (0.72, 1.52, 1.10)  0.277
H (3.04, 2.39, -3.41)  0.259
H (0.44, 5.26, -1.79)  0.373
H (2.42, 0.40, 1.00)  0.283
H (-0.33, 0.04, 4.94)  0.326
H (0.26, -0.53, -2.70)  0.480
H (0.17, 2.58, -1.55)  0.222
H (2.81, 0.35, -4.16)  0.269
H (-2.37, -2.96, -1.56)  0.284
H (1.82, -2.34, 3.51)  0.276
H (-4.19, 0.60, 3.26)  0.330
H (-4.17, -0.33, 0.46)  0.291
H (-4.27, 0.87, -4.02)  0.304
H (2.61, -4.98, 1.75)  0.308
H (-0.72, -1.64, 1.46)  0.166
H (3.81, 3.62, -3.39)  0.335
H (-0.23, -2.11, -1.47)  0.417
H (-1.37, 2.71, -1.51)  0.338
H (-0.97, 0.81, -2.70)  0.485
H (-1.83, -0.93, -2.02)  0.189
H (-3.64, -0.52, 1.92)  0.267
H (0.68, 1.97, 2.83)  0.514
H (-0.14, 0.74, -4.03)  0.296
H (1.21, 2.16, 4.32)  0.346
H (-0.99, -3.51, -0.60)  0.391
H (2.38, 0.25, -5.58)  0.284
H (-0.88, 1.37, 1.28)  0.166
H (0.81, 0.42, 5.93)  0.294
H (0.20, 3.93, -0.94)  0.226
H (1.32, -1.43, -1.39)  0.250
H (3.17, 3.98, 1.42)  0.297
H (-2.88, 1.26, 3.75)  0.332
H (-2.73, 0.23, -1.59)  0.265
H (0.23, -0.65, 0.86)  0.353
H (0.21, -4.60, 0.87)  0.331
H (2.32, 3.62, 2.75)  0.372

---

The structure with the least stability is b.

---

a.
C2H2N4O2 | ωB97M-V/def2-TZVPD

Results
HOMO-LUMO gap (alpha / beta), Eh: 0.374 / 0.277
HOMO (alpha / beta), eV: -11.18 / -9.43

Last column: Mulliken charge in e.
CARTESIAN COORDINATES (ANGSTROEM)
O (0.66, 0.79, 2.79)  -0.032
O (-0.87, -0.24, -1.29)  -0.463
N (0.28, -0.14, -1.45)  0.672
N (0.24, 0.19, 1.69)  -0.206
N (1.21, 0.01, -2.17)  -0.447
N (2.01, 0.72, 2.88)  -0.230
C (1.27, -0.29, 1.07)  0.254
C (2.41, 0.05, 1.86)  -0.107
H (1.00, 0.14, -3.22)  0.265
H (3.50, -0.38, 1.88)  0.295

---

b.
C2H2N4O2 | ωB97M-V/def2-TZVPD

Results
SMILES: Oc1nnc(O)nn1
HOMO-LUMO gap, Eh: 0.317
HOMO, eV: -9.40

Last column: Mulliken charge in e.
CARTESIAN COORDINATES (ANGSTROEM)
O (1.87, 1.04, 1.50)  -0.464
O (-1.91, -1.10, -1.40)  -0.494
N (-0.31, 0.99, 0.85)  -0.308
N (0.36, -0.87, -0.98)  -0.295
N (-1.24, 0.36, 0.26)  -0.223
N (1.30, -0.24, -0.34)  -0.268
C (0.97, 0.66, 0.61)  0.666
C (-0.90, -0.50, -0.75)  0.649
H (2.67, 0.51, 1.30)  0.365
H (-2.83, -0.85, -1.06)  0.372

---

c.
C2H2N4O2 | ωB97M-V/def2-TZVPD

Results
SMILES: [H]/N=C\n1nnoc1=O
HOMO-LUMO gap, Eh: 0.365
HOMO, eV: -10.61

Last column: Mulliken charge in e.
CARTESIAN COORDINATES (ANGSTROEM)
O (-1.65, -1.66, 0.18)  -0.506
O (-1.65, 0.65, -0.05)  -0.218
N (-0.62, 1.72, 0.14)  -0.121
N (0.25, -0.18, -0.27)  0.282
N (2.74, -0.24, 0.23)  -0.497
N (0.44, 1.19, -0.13)  -0.083
C (1.51, -0.81, -0.25)  -0.031
C (-1.11, -0.56, 0.06)  0.546
H (1.52, -1.89, -0.29)  0.371
H (2.82, 0.68, 0.63)  0.258

---

d.
C2H2N4O2 | ωB97M-V/def2-TZVPD

Results
SMILES: [H]/N=c1\nnoc(=O)[nH]1
HOMO-LUMO gap, Eh: 0.314
HOMO, eV: -10.56

Last column: Mulliken charge in e.
CARTESIAN COORDINATES (ANGSTROEM)
O (-2.37, -0.80, -0.29)  -0.568
O (-1.15, 1.01, 0.42)  -0.249
N (2.12, -1.12, 0.03)  -0.532
N (0.15, 1.75, -0.21)  -0.021
N (-0.04, -0.98, 0.03)  -0.064
N (1.30, 1.10, -0.18)  -0.109
C (-1.16, -0.43, 0.11)  0.518
C (1.21, -0.29, 0.05)  0.427
H (2.94, -0.62, 0.04)  0.301
H (0.23, -1.95, 0.23)  0.297

---

The structure with the least stability is a.